Entry 1:
152
Properties=species:S:1:pos:R:3 method="wB97M-V/def2-TZVPD" lumo_energy_ev=-6.649 homo_lumo_gap_ev=5.67 total_energy_ev=-189745.333 charge=+1
Be -1.1011 -1.1370 -0.5589
As 1.9942 0.8808 0.8402
F 1.2428 1.7865 2.1060
F 2.1015 1.8639 -0.2251
F -1.8442 -2.1689 -0.1254
F 1.2066 -0.4591 1.7180
F 0.2710 -0.6925 -0.5836
F 3.7171 0.4698 0.6313
C 6.5471 4.0389 -2.0364
O 5.5404 4.7174 -1.1166
C 5.3047 4.1256 0.0658
O 5.8253 3.1060 0.5033
O 4.3447 4.8118 0.7476
C 4.1591 4.3749 2.0631
H 6.8383 4.7848 -2.7514
H 5.9715 3.2826 -2.5330
H 7.3159 3.6179 -1.3744
H 3.3625 3.6680 2.2376
H 4.0026 5.3419 2.5842
H 5.0877 3.8606 2.4037
C -2.8551 3.8031 0.9054
O -3.2059 2.6219 1.7096
C -2.6710 1.4446 1.7080
O -1.6334 1.0877 1.1978
O -3.4202 0.5823 2.3789
C -3.9926 -0.6144 1.7795
H -1.8904 3.7719 0.4766
H -2.7805 4.6611 1.5358
H -3.6367 3.7941 0.1107
H -3.2678 -0.9921 1.0274
H -4.9216 -0.3546 1.3211
H -4.0400 -1.1544 2.7079
C -8.5334 -6.4705 -0.1645
O -7.3825 -6.5248 0.5826
C -6.5329 -5.4934 0.4478
O -6.8547 -4.3409 0.3742
O -5.2070 -5.9727 0.3846
C -4.2813 -4.9339 0.1640
H -8.8845 -5.4788 -0.3630
H -9.3390 -6.9700 0.4215
H -8.4143 -7.0483 -1.1131
H -3.3306 -5.1764 0.6301
H -4.6756 -3.9703 0.3875
H -3.9867 -4.8780 -0.8768
C 0.3469 7.1337 0.3328
O -0.3868 6.2951 1.2111
C 0.2542 5.7169 2.2358
O 1.4730 5.5646 2.2682
O -0.6925 5.4572 3.1308
C -0.3711 4.5717 4.2701
H -0.2986 7.9429 -0.0030
H 0.6057 6.5343 -0.5042
H 1.2445 7.6226 0.7534
H 0.5294 4.8730 4.8112
H -0.1760 3.5964 3.8613
H -1.3434 4.6080 4.8197
C -1.3906 1.2217 6.0439
O -0.2787 1.2117 6.9487
C 0.8735 1.4311 6.3716
O 1.0721 1.5475 5.1996
O 1.8225 1.4195 7.3373
C 3.0901 1.0322 6.8568
H -1.0544 0.9330 5.0763
H -1.7932 2.2577 6.0807
H -2.0837 0.5563 6.5010
H 3.5367 0.4079 7.5732
H 3.6261 1.9426 6.6561
H 2.8225 0.4337 6.0212
C 3.9628 4.4575 -4.4866
O 3.1683 3.9491 -5.5768
C 3.0006 2.6875 -5.5814
O 3.2864 1.8410 -4.7180
O 2.3627 2.3703 -6.7187
C 1.6857 1.1182 -6.6872
H 3.7344 5.4945 -4.2933
H 4.9947 4.2807 -4.8164
H 3.7042 3.8415 -3.6571
H 0.9982 1.1580 -7.5468
H 1.2444 0.9357 -5.7635
H 2.4243 0.3255 -6.7970
C 0.7355 -3.8614 0.4184
O 0.8552 -5.0069 -0.3841
C -0.0622 -6.0152 -0.3281
O -0.9405 -6.0217 0.5084
O 0.1957 -6.9693 -1.2479
C -0.9308 -7.8868 -1.3890
H -0.1990 -3.3049 0.2762
H 1.5239 -3.1123 0.1973
H 0.7916 -4.0774 1.4888
H -0.4759 -8.8741 -1.3786
H -1.2246 -7.6396 -2.4520
H -1.7328 -7.7284 -0.6747
C 5.6905 -0.3415 -1.2623
O 5.6958 -1.3499 -0.2756
C 4.6109 -2.0881 -0.0187
O 3.4495 -1.9069 -0.3428
O 4.9816 -3.0765 0.7518
C 3.9844 -3.9745 1.1620
H 6.5211 -0.5888 -1.9711
H 5.9452 0.5663 -0.7220
H 4.6641 -0.3330 -1.7761
H 4.5964 -4.8184 1.5024
H 3.4726 -4.2981 0.2897
H 3.3180 -3.4957 1.9949
C -0.7429 5.4009 -6.0059
O -0.5828 5.4436 -4.5962
C 0.0332 4.4231 -3.8842
O 0.4441 3.3468 -4.1973
O 0.3633 4.9510 -2.7327
C 0.9325 4.1550 -1.6982
H -0.9901 4.3662 -6.3009
H 0.1131 5.7468 -6.6010
H -1.6245 6.0125 -6.0379
H 0.2461 3.3428 -1.4676
H 1.0677 4.7888 -0.8778
H 1.9610 3.8694 -2.0022
C 1.7250 -2.7428 6.9938
O 0.7345 -1.8890 6.3122
C -0.5869 -2.0479 6.4342
O -1.3096 -1.6310 5.5933
O -0.8307 -2.7403 7.4998
C -2.2014 -2.7533 8.0271
H 1.5946 -2.7270 8.0532
H 2.6858 -2.4105 6.6887
H 1.5091 -3.7328 6.6002
H -2.2851 -3.6174 8.7060
H -2.9067 -2.7855 7.1842
H -2.3788 -1.8137 8.5547
C -4.9482 -2.1085 -2.5165
O -4.0099 -1.2641 -1.8243
C -3.1438 -0.5635 -2.5425
O -2.0663 -0.1395 -2.0858
O -3.6436 -0.2705 -3.7730
C -2.7535 0.4114 -4.6574
H -4.4111 -3.0298 -2.8005
H -5.3378 -1.5884 -3.4159
H -5.6979 -2.4003 -1.7870
H -3.2440 1.3894 -4.9426
H -2.5433 -0.1387 -5.5666
H -1.9494 0.6519 -4.0175
C -2.9671 -3.4469 -5.5897
O -1.5964 -3.8179 -5.5391
C -0.9517 -3.2479 -4.5066
O -1.4501 -2.6089 -3.6221
O 0.3509 -3.5137 -4.5726
C 1.2278 -2.9847 -3.5754
H -3.0772 -2.3865 -5.7323
H -3.4281 -3.7204 -4.6524
H -3.3993 -3.9570 -6.4362
H 1.4711 -1.9501 -3.8731
H 2.1435 -3.5563 -3.5873
H 0.8447 -2.9501 -2.5369

***

Entry 2:
210
Properties=species:S:1:pos:R:3 method="wB97M-V/def2-TZVPD" lumo_energy_ev=-0.486 homo_lumo_gap_ev=9.55 total_energy_ev=-189228.105
C 5.3795 -3.8932 -1.4501
C 6.3222 -2.9892 -2.1667
O 5.4731 -2.2869 -3.0835
C 4.2513 -2.3305 -2.6244
O 3.3630 -1.6150 -3.0610
O 4.1359 -3.3154 -1.7431
H 5.4986 -3.9060 -0.3667
H 5.4920 -4.8517 -1.9568
H 7.1649 -3.5903 -2.5080
H 6.7471 -2.2865 -1.4499
C -4.4175 -1.4920 7.3841
C -5.8619 -1.1110 7.1077
O -6.0137 -1.3626 5.7484
C -4.7497 -1.3496 5.1942
O -4.6243 -1.3020 3.9704
O -3.8278 -1.1595 6.1297
H -4.3016 -2.5390 7.6642
H -4.0299 -0.8615 8.1843
H -6.0778 -0.0537 7.2614
H -6.5991 -1.7369 7.6106
C -6.1831 5.1947 -2.7779
C -5.0857 4.5249 -1.9528
O -4.3298 5.5782 -1.4579
C -4.6717 6.7473 -1.9944
O -4.3176 7.8118 -1.5152
O -5.5613 6.4767 -3.0098
H -7.1741 5.1241 -2.3296
H -6.3505 4.6668 -3.7168
H -4.5416 3.7192 -2.4456
H -5.5582 3.9410 -1.1630
C 1.3218 -4.5538 0.1104
C 2.6625 -5.0882 0.5135
O 2.6750 -6.2032 -0.1944
C 1.8837 -6.2142 -1.2951
O 1.9797 -6.9190 -2.2775
O 1.0811 -5.1926 -1.1507
H 1.3753 -3.4740 -0.0284
H 0.5543 -4.7178 0.8669
H 2.5213 -5.2553 1.5813
H 3.4724 -4.3922 0.2953
C -1.7444 6.6530 0.5072
C -0.5350 6.0203 -0.2418
C -0.7374 4.5246 -0.4946
O -0.7776 4.4374 -1.8865
C -0.6185 5.6622 -2.4848
O -0.6171 5.9403 -3.6931
O -0.4776 6.5556 -1.5376
H -2.7247 6.3814 0.1157
H -1.5113 7.7146 0.5899
H -1.7923 6.2989 1.5370
H 0.3844 6.2296 0.3050
H -1.6296 4.0832 -0.0504
H 0.0177 3.9454 0.0368
C 4.6315 4.1811 4.0574
C 3.1432 3.9748 4.3417
C 2.6133 2.6152 4.1452
O 1.9167 2.2350 5.3814
C 2.1490 3.2825 6.3035
O 1.6474 3.4096 7.4103
O 2.8455 4.2918 5.6589
H 4.9837 5.2105 4.1238
H 4.8023 3.9363 3.0091
H 5.2226 3.4638 4.6269
H 2.5823 4.6579 3.7037
H 3.4124 1.9023 3.9421
H 2.0141 2.5014 3.2418
C -4.6206 -2.7647 -0.4378
C -3.2702 -3.3979 -0.8818
C -2.3565 -3.6459 0.3305
O -1.7962 -4.9462 0.0621
C -2.3570 -5.5429 -0.9900
O -2.0884 -6.6075 -1.5233
O -3.3580 -4.7408 -1.3968
H -4.4051 -1.7752 -0.0344
H -5.2390 -3.3624 0.2318
H -5.2374 -2.5326 -1.3060
H -2.8734 -2.7443 -1.6586
H -2.9249 -3.6564 1.2605
H -1.5462 -2.9243 0.4337
C -4.9623 -4.6268 3.6399
C -5.1640 -6.0953 3.1468
C -5.6340 -6.3008 1.7380
O -4.6681 -7.0390 1.1749
C -3.7008 -7.3694 2.0113
O -2.7420 -8.1059 1.7197
O -3.8728 -6.7623 3.1537
H -5.9073 -4.0887 3.7135
H -4.2973 -4.1408 2.9260
H -4.5407 -4.5999 4.6447
H -5.7675 -6.6268 3.8826
H -5.7892 -5.3618 1.2067
H -6.5873 -6.8287 1.7637
C 3.6088 6.2123 0.3085
C 4.0217 5.6381 -1.0622
C 5.0889 4.4754 -0.9083
O 4.5967 3.5250 -1.8749
C 3.3326 3.8167 -2.2056
O 2.5742 3.2028 -2.9682
O 2.9946 4.9277 -1.6337
H 4.4848 6.6137 0.8180
H 3.1198 5.4511 0.9164
H 2.7799 6.9168 0.2405
H 4.3727 6.4778 -1.6621
H 5.1042 4.0443 0.0927
H 6.1068 4.8447 -1.0335
C -3.9345 1.5570 1.6709
C -3.3110 2.2656 2.8004
C -2.5408 1.3532 3.8083
O -1.3740 2.1889 4.1454
C -1.1462 3.0458 3.1867
O -0.1877 3.7085 3.0255
O -2.2518 3.1193 2.3933
H -3.2038 1.0954 1.0068
H -4.5363 2.1838 1.0128
H -4.4648 0.7322 2.1469
H -3.9439 2.9219 3.3978
H -2.2390 0.3853 3.4081
H -3.0227 1.1826 4.7709
C 0.9261 -1.9020 -5.8977
C 0.1706 -3.1795 -5.5231
C 0.3967 -3.6684 -4.0769
O -0.8441 -3.4357 -3.4385
C -1.7753 -3.1279 -4.3787
O -2.9326 -2.9158 -4.1506
O -1.1869 -3.0679 -5.5638
H 0.5052 -1.0547 -5.3564
H 0.8326 -1.6192 -6.9462
H 1.9992 -1.9468 -5.7122
H 0.5241 -3.9195 -6.2411
H 1.2977 -3.2395 -3.6384
H 0.6213 -4.7348 -4.1019
C -3.5457 0.2299 -2.3209
C -3.5410 0.3051 -3.8392
C -4.8354 0.0490 -4.4785
O -4.8436 1.1153 -5.3905
C -3.8463 2.0267 -5.1445
O -3.6410 3.0436 -5.8835
O -3.0768 1.5769 -4.1813
H -3.3098 -0.8007 -2.0560
H -4.4723 0.6607 -1.9415
H -2.8032 0.8191 -1.7827
H -2.7261 -0.3070 -4.2257
H -5.6323 0.1337 -3.7396
H -4.7512 -0.9570 -4.8896
C 4.6015 0.8222 -5.5442
C 6.0347 1.2546 -5.1208
C 6.3599 1.2858 -3.6292
O 7.5732 0.6660 -3.4753
C 7.8596 -0.0543 -4.5223
O 8.8342 -0.8710 -4.6356
O 6.8932 0.2069 -5.5242
H 4.5025 0.6346 -6.6133
H 3.8190 1.5356 -5.2857
H 4.4147 -0.1381 -5.0633
H 6.2862 2.1505 -5.6884
H 5.6375 0.8076 -2.9678
H 6.5024 2.3431 -3.4057
C 0.4017 -0.8640 3.7919
C 1.8345 -1.2599 4.1345
C 2.1628 -2.7400 4.4413
O 2.5734 -3.2563 3.1497
C 2.9026 -2.2160 2.3587
O 3.3715 -2.2857 1.2487
O 2.6397 -1.1169 2.9611
H 0.3738 0.1197 3.3232
H -0.2668 -0.9290 4.6503
H 0.0353 -1.4390 2.9414
H 2.0843 -0.6028 4.9675
H 1.3321 -3.2946 4.8776
H 3.0358 -2.9217 5.0681
C -2.1591 -3.8527 6.9199
C -1.2714 -5.0476 6.5744
O -1.4029 -5.0178 5.1865
C -1.5194 -3.8088 4.7273
O -1.5076 -3.3822 3.5705
O -1.6768 -3.0541 5.8127
F -1.8037 -6.2376 6.9833
H -1.8471 -3.4365 7.8777
H -3.2439 -3.9593 6.9274
H -0.2507 -4.9062 6.9295
C 5.7983 0.6351 0.0844
C 5.7888 0.6296 1.5740
O 4.7077 1.4928 1.8196
C 3.8549 1.5099 0.7511
O 2.7883 2.1087 0.6727
O 4.4559 0.9126 -0.2512
F 6.7937 1.2677 2.1238
H 6.2413 -0.1845 -0.4814
H 6.4290 1.4817 -0.1867
H 5.6515 -0.3633 2.0021
C 0.1054 3.4413 -5.4884
C 0.6315 2.0704 -5.6652
O 0.1489 1.6640 -6.9337
C -0.2902 2.6699 -7.5845
O -0.6538 2.6726 -8.7426
O -0.1588 3.7667 -6.8667
F 0.1453 1.3208 -4.6860
H 0.7530 4.1364 -4.9540
H -0.8503 3.4877 -4.9663
H 1.7206 2.0730 -5.6214
C 1.0140 0.0482 -1.3987
C 0.2919 1.3653 -1.2079
O -0.3790 1.1849 -0.0482
C -0.6045 -0.1546 0.2170
O -1.2598 -0.6284 1.1479
O 0.1554 -0.8262 -0.6327
F -0.5293 1.6097 -2.2700
H 2.0514 0.1582 -1.0828
H 1.0642 -0.1736 -2.4648
H 0.9058 2.2557 -1.0724

***

Entry 3:
15
Properties=species:S:1:pos:R:3 method="wB97M-V/def2-TZVPD" de_lowest_ev=0.000 lumo_energy_ev="0.048 / 0.048" smiles="N#C/C(N)=[N+](/[O-])O.O=C=NO" homo_lumo_gap_ev="9.38 / 9.38" total_energy_ev=-17319.701
C -0.1804 1.3495 -1.8080
C -1.2571 -1.5573 0.2447
C -0.0830 1.0714 -0.3790
N -0.4533 1.5568 -2.9086
N -0.8153 1.7074 0.5507
N -0.6677 -2.3957 0.8789
N 0.9239 0.3062 -0.1142
O 1.7673 -0.1212 -1.1702
O -2.0894 -0.8724 -0.2108
O 1.2173 -0.0718 1.0628
O 0.6441 -2.6409 1.1259
H -1.6397 2.2643 0.2761
H -0.6184 1.6486 1.5377
H 2.4330 -0.4551 -0.5760
H 0.8188 -1.7896 1.4899

***

Entry 4:
35
Properties=species:S:1:pos:R:3 method="wB97M-V/def2-TZVPD" de_lowest_ev=1.705 lumo_energy_ev=2.844 homo_lumo_gap_ev=5.94 total_energy_ev=-34434.247 charge=-1
C 1.2426 3.2375 1.3573
C 0.4128 1.9782 1.8791
O 1.2316 0.8399 2.2079
C -0.7455 1.6015 0.8563
In -0.1033 0.4215 -0.9597
C 1.5370 -1.0863 -0.6067
C 1.0630 -2.6150 -0.5058
C 0.5415 -3.0025 0.9453
N 1.3258 -2.7920 2.1790
O -0.5851 -3.5194 1.0656
B 0.5985 1.8733 -2.6231
O 0.5331 1.4253 -3.9948
O 1.0861 3.1858 -2.3048
P -2.2684 -0.6269 -1.9045
C -2.8685 -1.9666 -0.7087
O -3.4019 0.6909 -1.8155
H 1.5465 3.8984 2.2350
H 2.1751 2.8838 0.8256
H 0.5717 3.8815 0.7018
H -0.1106 2.3324 2.8392
H 0.6548 0.2329 2.7102
H -1.2607 2.5452 0.4658
H -1.5427 0.9936 1.3990
H 2.1958 -0.8760 0.2995
H 2.2396 -1.0453 -1.5122
H 1.9582 -3.3108 -0.6886
H 0.3061 -2.9035 -1.3091
H 0.6877 -2.2521 2.7889
H 1.3449 -3.7210 2.6341
H 1.2879 0.8338 -4.1689
H 1.5466 3.1703 -1.4508
H -2.7328 -1.5637 0.3535
H -3.9640 -2.2396 -0.8178
H -2.2412 -2.8850 -0.8985
H -4.2622 0.3799 -1.4736

***

Entry 5:
39
Properties=species:S:1:pos:R:3 method="wB97M-V/def2-TZVPD" de_lowest_ev=0.124 lumo_energy_ev=4.092 homo_lumo_gap_ev=6.52 total_energy_ev=-83770.830 charge=-2
Sr 0.3084 0.6164 -0.3390
O 3.1627 0.7537 2.2980
P 3.2740 1.4314 0.8116
O 4.6107 2.0318 0.6434
O 2.7261 0.3768 -0.1097
O 2.1042 2.5433 0.9723
P 1.3967 3.7115 0.0447
O 0.4154 4.3516 1.1485
O 2.3516 4.7345 -0.4061
O 0.5532 2.9340 -0.9436
H 3.7365 1.2514 2.8911
H -0.2949 3.7385 1.3993
S -1.9226 -0.7774 -2.1421
C -0.9127 -2.0662 -1.7046
N 0.2153 -1.9663 -1.0429
C 0.8417 -3.1792 -0.8592
C 2.0651 -3.3517 -0.2120
C 2.5815 -4.6300 -0.0938
C 1.9010 -5.7348 -0.6113
C 0.6880 -5.5727 -1.2643
C 0.1664 -4.2924 -1.3866
S -1.3004 -3.7466 -2.1449
H 2.5834 -2.4794 0.1699
H 3.5304 -4.7753 0.4077
H 2.3227 -6.7271 -0.5055
H 0.1604 -6.4278 -1.6695
C -4.2128 1.3279 -0.0589
S -4.5236 2.6437 -1.2581
C -3.0078 3.6053 -1.0446
H -3.3626 0.7158 -0.3664
H -5.1007 0.6952 -0.0174
H -4.0088 1.7411 0.9211
H -2.9826 4.0695 -0.0604
H -2.9932 4.3824 -1.8086
H -2.1150 2.9945 -1.1558
F -2.1090 0.3494 2.4854
C -0.9773 1.1001 2.0459
F -1.4989 2.4701 2.0008
H -0.3725 1.1572 2.9658